C26H33AlIN2O2Sb2 | wB97M-V/def2-TZVPD

The HOMO energy is -0.383 Ha. As for the LUMO energy: -3.30 eV.

ORCA input file:
```
! wB97M-V def2-TZVPD RIJCOSX def2/J DEFGRID3
* xyz 1 1
Al 0.198 1.897 0.702
C -2.457 -0.272 -1.572
Sb -2.073 0.292 0.444
C -3.977 1.200 0.891
C -2.397 -1.585 1.528
C -2.853 -2.693 0.628
C -4.158 -2.653 0.134
C -4.640 -3.615 -0.735
C -3.805 -4.648 -1.134
C -2.517 -4.718 -0.630
C -2.023 -3.768 0.266
C -0.642 -3.938 0.812
Sb 0.696 -2.472 -0.087
C 0.648 -3.386 -2.045
C 2.526 -3.454 0.497
H -3.413 -0.788 -1.621
H -1.668 -0.936 -1.921
H -2.485 0.624 -2.187
H -4.628 0.464 1.357
H -4.427 1.547 -0.036
H -3.848 2.044 1.565
H -3.169 -1.340 2.258
H -1.483 -1.822 2.067
H -4.808 -1.840 0.443
H -5.661 -3.561 -1.089
H -4.164 -5.409 -1.814
H -1.875 -5.542 -0.917
H -0.250 -4.927 0.582
H -0.601 -3.794 1.893
H 1.166 -4.342 -2.001
H 1.146 -2.739 -2.766
H -0.383 -3.547 -2.361
H 2.426 -4.527 0.348
H 2.763 -3.246 1.540
H 3.336 -3.076 -0.128
I 0.944 0.666 3.001
C 2.791 0.382 1.954
C 3.850 -0.047 2.694
C 5.060 -0.355 2.043
C 5.149 -0.238 0.686
C 4.057 0.236 -0.077
C 4.156 0.356 -1.483
C 3.118 0.845 -2.222
C 1.936 1.256 -1.579
C 1.761 1.132 -0.218
C 2.832 0.595 0.556
H 3.773 -0.159 3.767
H 5.903 -0.697 2.627
H 6.062 -0.505 0.168
H 5.081 0.056 -1.961
H 3.210 0.930 -3.298
H 1.132 1.678 -2.176
C -1.176 5.625 -0.878
C -0.503 4.492 -0.181
N -0.918 3.264 -0.285
O -2.074 2.983 -0.988
C 0.651 4.680 0.663
C 1.434 5.944 0.782
N 0.942 3.596 1.349
O 1.948 3.511 2.098
H -1.330 5.402 -1.936
H -0.577 6.526 -0.800
H -2.149 5.832 -0.422
H -2.490 3.811 -1.262
H 0.907 6.682 1.391
H 1.643 6.375 -0.197
H 2.376 5.713 1.274
*
```

***

C26H33As2BrF6N3O4S2Tl | wB97M-V/def2-TZVPD

The HOMO energy is -0.520 Ha. As for the LUMO energy: -6.71 eV.

ORCA input file:
```
! wB97M-V def2-TZVPD RIJCOSX def2/J DEFGRID3
* xyz 2 1
Tl -0.046 -0.379 0.296
C -1.036 1.699 3.830
As -1.667 1.086 2.096
C -3.401 0.362 2.613
C -2.272 2.764 1.236
C -2.787 3.741 2.087
C -3.219 4.963 1.601
C -3.172 5.213 0.239
C -2.706 4.231 -0.616
C -2.236 3.009 -0.138
As -1.576 1.711 -1.442
C -3.130 1.641 -2.647
C -0.437 2.884 -2.539
H -1.852 2.187 4.359
H -0.191 2.373 3.724
H -0.720 0.821 4.387
H -3.904 1.108 3.228
H -3.248 -0.541 3.200
H -4.019 0.130 1.749
H -2.849 3.556 3.151
H -3.597 5.714 2.281
H -3.492 6.167 -0.156
H -2.715 4.424 -1.682
H -3.383 2.637 -3.004
H -3.988 1.217 -2.127
H -2.890 1.011 -3.504
H -0.916 3.847 -2.698
H -0.269 2.422 -3.513
H 0.524 3.043 -2.052
F 2.757 -0.359 5.133
C 2.967 -1.056 4.030
F 3.962 -0.505 3.343
F 3.263 -2.308 4.321
S 1.450 -0.992 2.971
O 1.335 0.400 2.606
O 1.661 -1.870 1.834
N 0.325 -1.470 3.945
S -0.852 -2.328 3.338
O -1.947 -2.434 4.230
O -1.192 -1.889 1.978
C -0.146 -4.051 3.069
F 0.166 -4.228 1.782
F -1.055 -4.952 3.397
F 0.942 -4.211 3.803
Br -1.867 -2.447 -5.081
C -1.976 -2.808 -3.227
C -2.516 -3.987 -2.734
C -2.493 -4.188 -1.364
C -1.907 -3.234 -0.544
N -1.391 -2.107 -1.034
C -1.450 -1.883 -2.345
H -2.941 -4.725 -3.400
H -2.914 -5.083 -0.929
H -1.856 -3.360 0.525
H -1.091 -0.924 -2.699
C 1.723 -0.907 -3.518
N 2.900 -1.667 -3.019
C 4.153 -1.123 -3.610
C 2.942 -1.744 -1.499
C 3.121 -0.406 -0.834
C 4.410 0.113 -0.676
C 4.616 1.362 -0.117
C 3.534 2.136 0.270
C 2.247 1.623 0.157
C 2.058 0.360 -0.372
H 1.889 -0.595 -4.546
H 1.579 -0.024 -2.900
H 0.837 -1.536 -3.478
H 2.809 -2.629 -3.347
H 4.247 -0.070 -3.359
H 4.108 -1.229 -4.692
H 5.017 -1.669 -3.239
H 3.773 -2.398 -1.239
H 2.013 -2.206 -1.162
H 5.265 -0.487 -0.964
H 5.625 1.727 0.014
H 3.684 3.121 0.692
H 1.411 2.205 0.526
*
```

***

C26H33B3N4O13S | wB97M-V/def2-TZVPD

The HOMO energy is -0.362 Ha. As for the LUMO energy: -1.18 eV.

ORCA input file:
```
! wB97M-V def2-TZVPD RIJCOSX def2/J DEFGRID3
* xyz 0 1
C -4.129 2.798 -3.024
B -3.195 2.073 -1.880
O -2.470 0.810 -2.264
B -1.038 1.275 -2.312
C -0.160 0.928 -3.699
C -0.918 1.409 -5.075
C -2.173 0.462 -5.541
C -1.874 -1.153 -5.499
S -3.497 -2.160 -5.454
O -3.309 -3.527 -4.698
O -4.005 -2.475 -6.904
O -4.761 -1.341 -4.656
O -0.493 2.041 -1.174
B -1.510 2.314 -0.139
N -1.214 2.428 1.372
C -2.220 1.642 2.182
C 0.219 2.055 1.685
C 0.694 0.786 2.641
O 1.237 2.819 1.202
O -2.951 2.558 -0.506
H -3.528 2.700 -4.051
H -5.213 2.350 -3.105
H -4.134 3.958 -2.785
H 0.231 -0.179 -3.714
H 0.814 1.610 -3.605
H -0.133 1.432 -5.964
H -1.344 2.522 -5.000
H -2.385 0.725 -6.686
H -3.193 0.731 -4.984
H -1.305 -1.443 -6.489
H -1.269 -1.516 -4.558
H -4.618 -1.312 -3.649
H -1.894 1.727 3.326
H -3.291 2.144 2.124
H -2.266 0.486 1.887
H 1.728 1.125 3.132
H 0.926 -0.191 2.040
H -0.028 0.567 3.536
C -2.085 8.629 1.327
C -1.905 8.809 2.699
C -2.303 7.814 3.594
C -2.878 6.634 3.100
C -3.067 6.454 1.723
C -2.667 7.458 0.839
N -3.275 5.573 4.033
O -3.110 5.778 5.245
O -3.749 4.532 3.556
H -1.768 9.406 0.633
H -1.452 9.725 3.072
H -2.156 7.969 4.660
H -3.516 5.546 1.327
H -2.807 7.327 -0.232
C 5.535 -3.194 2.039
C 4.662 -3.709 2.998
C 4.051 -2.856 3.919
C 4.320 -1.481 3.867
C 5.202 -0.962 2.910
C 5.809 -1.826 1.996
N 3.662 -0.576 4.817
O 2.903 -1.076 5.660
O 3.899 0.636 4.718
H 6.004 -3.863 1.319
H 4.455 -4.777 3.026
H 3.373 -3.273 4.660
H 5.423 0.102 2.862
H 6.493 -1.432 1.248
C 1.417 -8.588 -0.780
C 1.769 -8.862 0.542
C 2.805 -8.154 1.153
C 3.484 -7.165 0.427
C 3.138 -6.893 -0.904
C 2.102 -7.610 -1.504
N 4.557 -6.399 1.071
O 4.846 -6.682 2.243
O 5.111 -5.510 0.407
H 0.605 -9.140 -1.250
H 1.232 -9.627 1.099
H 3.067 -8.379 2.184
H 3.660 -6.131 -1.480
H 1.824 -7.404 -2.535
*
```

***

C26H33BrClF5O18 | wB97M-V/def2-TZVPD

The HOMO energy is -0.365 Ha. As for the LUMO energy: 0.45 eV.

ORCA input file:
```
! wB97M-V def2-TZVPD RIJCOSX def2/J DEFGRID3
* xyz 0 1
C -0.930 -0.439 1.176
C -0.005 0.720 0.491
C 1.343 0.161 -0.198
Cl 1.430 -1.649 0.113
C 1.550 0.589 -1.729
C 0.367 -0.077 -2.591
C 0.359 0.303 -4.139
O 0.952 -0.438 -4.970
Br -0.581 1.877 -4.925
C 1.308 2.207 -1.784
C 2.140 2.938 -2.945
C 1.298 4.300 -3.305
C 3.601 3.459 -2.460
O 2.888 0.381 -2.248
C 3.104 -0.938 -2.726
O 4.158 -1.124 -3.396
H -0.448 -0.909 2.091
H -1.853 0.133 1.567
H -1.336 -1.186 0.412
H -0.707 1.286 -0.206
H 0.306 1.393 1.379
H 2.224 0.628 0.387
H -0.622 0.332 -2.152
H 0.322 -1.214 -2.427
H 1.671 2.667 -0.784
H 0.183 2.394 -1.859
H 2.204 2.314 -3.899
H 1.703 5.213 -2.758
H 0.173 4.155 -3.083
H 1.360 4.389 -4.455
H 3.517 4.306 -1.694
H 4.174 2.590 -1.972
H 4.204 3.879 -3.351
H 2.446 -1.845 -2.519
C -2.569 -4.265 2.630
C -3.987 -4.032 3.043
O -3.937 -2.764 3.664
C -2.912 -2.101 3.054
O -2.742 -0.918 3.124
O -2.112 -2.949 2.350
F -4.384 -4.946 3.961
H -1.962 -4.697 3.430
H -2.492 -4.903 1.748
H -4.700 -4.007 2.213
C -0.556 -4.392 7.771
C -1.344 -3.357 7.035
O -0.731 -3.330 5.760
C -0.238 -4.586 5.570
O 0.106 -5.018 4.506
O -0.193 -5.292 6.732
F -1.202 -2.138 7.608
H 0.349 -3.984 8.230
H -1.141 -4.891 8.535
H -2.407 -3.593 6.927
C -4.297 4.410 -7.619
C -4.561 4.155 -6.170
O -3.265 3.984 -5.629
C -2.444 4.737 -6.418
O -1.329 5.057 -6.117
O -3.051 5.088 -7.586
F -5.254 3.005 -5.996
H -4.194 3.487 -8.197
H -5.069 5.028 -8.080
H -5.069 4.976 -5.654
C 0.594 -9.422 7.621
C 0.830 -9.539 9.092
O 0.581 -8.230 9.563
C -0.330 -7.702 8.700
O -0.977 -6.719 8.924
O -0.421 -8.430 7.554
F 2.120 -9.854 9.355
H 1.477 -9.075 7.078
H 0.256 -10.360 7.177
H 0.166 -10.245 9.600
C 2.605 7.448 -6.133
C 3.191 8.772 -5.761
O 3.389 8.658 -4.368
C 3.600 7.332 -4.138
O 4.064 6.890 -3.127
O 3.224 6.568 -5.205
F 2.311 9.777 -5.991
H 1.520 7.413 -5.997
H 2.839 7.163 -7.159
H 4.144 8.996 -6.250
*
```

***

C26H33F3O18S6 | wB97M-V/def2-TZVPD

The HOMO energy is -0.329 Ha. As for the LUMO energy: -1.62 eV.

ORCA input file:
```
! wB97M-V def2-TZVPD RIJCOSX def2/J DEFGRID3
* xyz 0 1
C -0.357 1.960 -6.463
C 0.878 2.628 -5.805
S 1.216 2.037 -4.087
C 0.169 0.573 -3.749
C 0.051 0.362 -2.266
C 0.775 -0.493 -1.526
S 2.074 -1.465 -2.333
C 0.476 -0.580 -0.034
O 0.635 -1.631 0.546
C -0.059 0.688 0.659
C 0.255 0.824 2.137
C 1.029 2.124 2.551
C 2.160 1.889 3.537
C 3.474 1.911 3.027
C 4.595 1.746 3.832
C 4.385 1.524 5.205
C 3.107 1.508 5.754
C 1.997 1.680 4.907
C -0.766 1.587 -0.057
C -1.314 2.892 0.500
F -0.353 3.849 0.557
F -2.272 3.419 -0.291
F -1.893 2.757 1.708
C -1.007 1.208 -1.516
O -2.013 1.503 -2.124
H -0.545 2.388 -7.457
H -1.251 2.058 -5.822
H -0.148 0.876 -6.508
H 1.788 2.424 -6.385
H 0.686 3.709 -5.721
H 0.488 -0.325 -4.299
H -0.853 0.791 -4.113
H 3.019 -0.514 -2.577
H -0.723 0.859 2.653
H 0.748 -0.070 2.544
H 0.292 2.863 2.905
H 1.468 2.564 1.637
H 3.616 2.090 1.953
H 5.619 1.759 3.455
H 5.252 1.361 5.853
H 2.926 1.362 6.822
H 0.982 1.682 5.324
C -3.613 -1.732 -0.712
C -4.568 -0.583 -0.865
O -5.486 -1.002 -1.881
S -5.676 -2.602 -1.785
O -6.860 -2.878 -1.050
O -5.438 -3.151 -3.071
O -4.412 -2.909 -0.847
H -2.868 -1.734 -1.510
H -3.110 -1.723 0.254
H -4.063 0.336 -1.155
H -5.134 -0.412 0.055
C 3.367 5.608 -0.566
C 2.069 4.980 -1.029
O 2.469 3.950 -1.942
S 3.880 3.348 -1.474
O 3.640 2.159 -0.730
O 4.774 3.386 -2.573
O 4.280 4.512 -0.439
H 3.764 6.299 -1.312
H 3.260 6.125 0.385
H 1.411 5.692 -1.520
H 1.541 4.511 -0.201
C 0.202 -5.580 -1.659
C -0.027 -6.044 -0.235
O -1.265 -5.443 0.142
S -2.215 -5.320 -1.154
O -3.121 -6.408 -1.160
O -2.623 -3.969 -1.247
O -1.089 -5.588 -2.275
H 0.579 -4.553 -1.689
H 0.885 -6.234 -2.196
H 0.768 -5.734 0.438
H -0.142 -7.130 -0.186
C -0.343 -3.078 3.647
C -1.608 -3.873 3.398
O -2.650 -3.090 3.994
S -2.283 -1.533 3.867
O -2.955 -0.999 2.733
O -2.376 -0.942 5.151
O -0.732 -1.710 3.486
H 0.019 -3.211 4.669
H 0.450 -3.332 2.946
H -1.571 -4.865 3.841
H -1.818 -3.960 2.329
*
```

***

C26H33F5N3PPdSSi | wB97M-V/def2-TZVPD

The HOMO energy is -0.259 Ha. As for the LUMO energy: -0.47 eV.

ORCA input file:
```
! wB97M-V def2-TZVPD RIJCOSX def2/J DEFGRID3
* xyz 0 1
Pd 0.407 0.194 0.758
C -3.252 -2.225 -3.046
N -2.674 -0.903 -2.565
C -3.516 -0.397 -1.383
N -3.612 -1.385 -0.368
C -4.142 -2.632 -0.901
N -3.326 -3.171 -1.987
C -1.991 -3.578 -1.506
P -0.950 -2.206 -0.750
C -1.230 -1.037 -2.173
C -2.332 -1.568 0.332
H -2.605 -2.581 -3.848
H -4.247 -2.006 -3.436
H -2.741 -0.211 -3.312
H -4.499 -0.167 -1.797
H -3.019 0.503 -1.021
H -5.152 -2.453 -1.279
H -4.193 -3.367 -0.100
H -1.442 -4.027 -2.337
H -2.126 -4.362 -0.758
H -0.669 -1.362 -3.050
H -0.889 -0.045 -1.874
H -2.037 -0.611 0.761
H -2.464 -2.261 1.164
C -2.113 4.637 -0.860
C -1.648 3.551 -1.839
C -2.867 2.994 -2.586
C -0.675 4.163 -2.856
C -0.961 2.474 -1.097
C -0.399 1.617 -0.431
H -2.570 5.469 -1.402
H -1.267 5.015 -0.286
H -2.844 4.235 -0.157
H -3.377 3.787 -3.138
H -3.580 2.551 -1.889
H -2.554 2.233 -3.310
H -1.154 4.981 -3.400
H -0.345 3.412 -3.577
H 0.208 4.553 -2.350
C 2.986 2.050 -0.236
Si 2.396 0.274 -0.264
C 2.168 -0.262 -2.055
C 3.768 -0.795 0.459
C 4.279 -0.552 1.738
C 5.314 -1.312 2.258
C 5.864 -2.345 1.508
C 5.375 -2.603 0.237
C 4.339 -1.833 -0.279
H 3.976 2.122 -0.698
H 3.066 2.415 0.790
H 2.285 2.691 -0.772
H 3.111 -0.172 -2.602
H 1.435 0.389 -2.536
H 1.834 -1.301 -2.125
H 3.854 0.241 2.340
H 5.689 -1.106 3.253
H 6.670 -2.944 1.915
H 5.798 -3.406 -0.355
H 3.971 -2.057 -1.274
F 0.974 0.707 7.777
C 0.932 0.236 6.527
C 1.311 1.031 5.464
F 1.721 2.284 5.687
C 1.268 0.534 4.174
F 1.646 1.375 3.199
C 0.850 -0.764 3.878
S 0.799 -1.505 2.283
C 0.473 -1.530 4.982
F 0.049 -2.787 4.801
C 0.510 -1.054 6.279
F 0.134 -1.834 7.298
*
```